Formula: C24H38F5NO22S2Y
Source: OMol25
Level of theory: ωB97M-V with the def2-TZVPD basis set

XYZ file:
```
93
Properties=species:S:1:pos:R:3:forces:R:3:mulliken_charge:R:1
Y -2.1869 1.7817 -1.6295 3.829 2.279 -1.447 1.587
C -0.4041 4.2414 -1.1592 1.119 -2.467 -1.236 0.418
O -0.8000 3.1608 -0.2456 -0.464 0.771 1.219 0.167
O -0.8370 3.6709 -2.3494 -1.625 -0.244 1.140 -0.939
C -0.9052 5.6916 -0.8366 -1.983 1.839 -0.910 0.834
F -0.0524 6.7180 -1.0326 0.358 -1.615 -0.239 -0.253
F -1.9623 5.9455 -1.6571 0.282 -0.377 -0.193 -0.264
F -1.4135 5.9162 0.3772 0.329 -1.050 0.891 -0.241
C -0.2029 3.2118 1.0778 -0.464 0.586 1.316 0.000
C -1.2745 2.8670 2.0475 -1.252 -0.439 0.287 -1.286
H -1.7982 1.9514 1.7666 0.152 -0.284 0.290 0.069
H -0.9167 2.7845 3.0733 0.059 -0.138 -0.074 0.369
H -2.0312 3.6526 2.0262 -0.006 0.085 0.117 0.388
H 0.0060 4.2328 1.3996 0.567 0.212 -0.973 0.500
H 0.6919 2.6135 1.2484 0.013 -0.238 -0.953 0.001
H 0.6821 4.1922 -1.0547 0.257 0.622 -0.345 0.097
N -1.3449 0.1840 -0.3012 -1.951 -2.843 3.128 0.279
S 0.1040 -0.3919 -0.1972 9.669 -0.229 -3.292 0.376
O 0.4211 -1.5127 -1.0946 -1.925 0.990 2.460 -0.298
O 0.9518 -0.1897 0.9796 -3.020 -0.810 -1.154 -0.392
F 0.7272 0.7568 -1.1179 -0.458 1.017 -0.304 -0.093
S -1.9944 -0.9726 0.8533 -5.681 -1.715 2.537 0.683
O -1.6028 -0.8415 2.2299 0.639 0.704 -2.104 -0.414
O -2.3663 -2.3108 0.4210 1.756 2.360 -0.667 -0.522
F -3.4661 -0.2584 0.8224 1.053 0.319 -0.483 -0.365
O -2.3123 -1.4270 5.6794 2.342 -0.653 1.401 -0.604
C -1.2497 -1.5145 6.3227 -3.021 2.185 -0.887 0.784
O -0.2037 -2.1964 5.9558 1.312 -0.653 -0.083 -0.287
C -0.1066 -2.8707 4.7140 2.007 -1.303 -1.852 -0.228
C 1.2713 -2.5544 4.0185 -0.408 0.612 0.355 -0.893
C -0.9576 -0.5302 7.4830 -0.537 -1.386 0.090 -0.906
H -0.9146 -2.7299 3.9986 -0.276 0.417 0.561 0.280
H 0.0297 -3.9420 4.8651 -0.779 -0.063 0.655 0.279
H 1.2785 -1.5467 3.6016 0.196 0.157 0.263 -0.023
H 1.5673 -3.1946 3.1861 -0.858 -0.355 -0.115 0.396
H 2.1115 -2.7225 4.6929 -0.185 0.451 0.386 0.383
H -1.7525 -0.5549 8.2285 -0.557 0.301 -0.587 0.330
H -0.9153 0.4163 6.9464 0.180 0.222 0.553 0.200
H -0.1149 -0.7658 8.1322 0.592 0.102 -0.801 0.316
O -1.0495 0.6297 -3.3267 -0.708 1.584 -0.320 -0.454
C -0.3759 0.3140 -4.3485 -0.654 0.979 0.089 0.387
O 0.0530 1.0771 -5.3325 -0.470 -0.733 1.251 -0.287
C -0.1470 2.4961 -5.3344 0.360 1.467 2.064 -0.055
C 1.0597 3.2842 -4.6965 -0.618 -0.055 -1.686 -0.845
C 0.0396 -1.0517 -4.4941 0.717 -1.765 0.418 -0.512
H -0.9506 2.7252 -4.6335 -0.463 -0.116 -0.466 0.010
H -0.3872 2.7773 -6.3571 0.130 -0.021 0.153 0.392
H 0.7019 4.2589 -4.3661 -0.245 -0.165 0.099 0.259
H 1.7481 3.5148 -5.5096 0.513 -0.320 0.332 0.463
H 1.5208 2.7959 -3.8395 -0.045 -0.191 -0.181 0.071
H -0.5125 -1.6232 -5.2405 0.303 0.381 -0.530 0.415
H -0.1165 -1.6196 -3.5776 0.136 0.322 0.177 -0.083
H 1.1087 -0.9621 -4.6905 0.008 -0.712 -0.420 0.423
C 4.9889 2.2470 -2.4433 1.300 -0.446 0.521 -0.450
C 3.8262 1.8501 -1.5936 -0.139 -1.369 0.503 -0.022
O 3.2322 3.0995 -1.3826 -2.904 1.189 0.049 -0.024
C 4.1711 4.0351 -1.3302 1.396 2.752 1.095 0.579
O 4.0966 5.1652 -0.8499 -0.365 -3.098 -1.411 -0.588
O 5.2934 3.5088 -1.8622 0.431 0.972 -0.251 -0.389
H 4.7931 2.3535 -3.5111 -0.392 0.095 0.034 0.279
H 5.8759 1.6230 -2.3393 -0.123 -0.073 0.105 0.319
H 3.9842 1.5391 -0.5590 1.112 -0.618 -0.272 0.171
H 3.1870 1.0855 -2.0350 -0.417 0.537 -0.280 0.102
C -0.5903 -4.9839 -3.2247 -0.336 1.547 2.918 -0.122
C 0.5646 -4.8333 -2.2073 0.075 -2.841 -0.399 -0.295
O 1.6674 -4.4422 -3.0260 -0.060 1.270 -0.425 -0.364
C 1.3221 -4.5100 -4.3805 2.632 -1.897 1.223 0.659
O 2.1422 -4.5612 -5.2670 -1.899 1.036 1.338 -0.527
O 0.0356 -4.8075 -4.4425 -1.344 -0.112 -2.276 -0.353
H -1.2897 -4.1847 -2.9675 -0.198 0.349 -0.818 0.129
H -1.1774 -5.8856 -3.0563 0.512 -0.408 -0.801 0.321
H 0.7954 -5.8473 -1.8710 0.314 -0.174 -0.068 0.371
H 0.3524 -4.3737 -1.2429 0.278 1.328 -0.643 0.211
C 2.3892 1.4581 3.8415 0.077 0.733 1.645 0.230
C 2.6590 2.9288 4.1572 -0.260 -0.379 0.525 -0.374
O 3.6358 3.1889 3.1850 -0.073 4.604 0.043 -0.334
C 4.1243 2.1554 2.6107 1.337 -1.533 -3.408 0.706
O 4.8566 2.1207 1.6274 -1.077 0.301 2.236 -0.621
O 3.5766 1.0837 3.1589 -0.729 -2.277 0.339 -0.320
H 1.4913 1.3443 3.2345 0.170 -0.355 -0.180 -0.129
H 2.2983 0.9793 4.8158 -0.046 -0.782 -0.445 0.335
H 3.0561 3.1745 5.1430 0.369 -0.567 0.043 0.304
H 1.7653 3.5530 4.1245 0.128 0.187 -0.885 0.241
C -4.9450 -5.7089 -0.6606 -0.311 1.099 0.762 -0.262
C -5.0748 -4.5304 0.3849 1.206 -1.775 0.094 0.122
O -6.1393 -3.7162 -0.1122 0.156 -1.268 -1.159 -0.285
C -6.8498 -4.5308 -1.0238 -2.515 1.886 0.163 0.616
O -7.8945 -4.2078 -1.5638 2.683 -0.471 1.262 -0.538
O -6.2842 -5.7159 -1.1081 -0.213 -0.935 -1.290 -0.314
H -4.7198 -6.7266 -0.3459 0.007 0.303 0.654 0.302
H -4.2511 -5.4880 -1.4734 -0.165 0.289 -0.189 0.152
H -4.1063 -4.0497 0.5150 -0.369 0.681 -0.316 0.015
H -5.3071 -4.9683 1.3563 -0.468 0.192 0.036 0.239
```
Forces are in eV/Å.

As for the frontier orbital gap: 6.224 eV. The energy above the lowest of the compared OMol25 structures with the same formula, charge and spin is 22.52 kcal per mole. As for the HOMO energy: -12.11 eV. The total charge is +1.